45
Properties=species:S:1:pos:R:3 method="wB97M-V/def2-TZVPD" lumo_energy_ev="-12.430 / -12.429" multiplicity=1 homo_ev="-17.569 / -17.571" charge=+3
Pd -0.13322 -0.25561 1.25563
C 1.37817 2.24329 3.34350
C 0.63631 0.94633 3.29193
C -0.77079 0.92184 3.32844
C -1.46795 -0.28893 3.32750
C -0.75949 -1.51334 3.30681
C 0.63964 -1.50911 3.31800
C 1.33129 -0.29536 3.30500
H 1.51175 2.53339 4.39022
H 0.82493 3.04813 2.86348
H 2.37667 2.16360 2.91603
H -1.31023 1.85635 3.41497
H -2.54594 -0.29078 3.42554
H -1.29601 -2.45152 3.37466
H 1.18272 -2.44128 3.40016
H 2.41274 -0.29294 3.38016
I -3.53606 0.78438 -5.70098
C -2.59943 0.95139 -3.91016
C -2.00487 2.17540 -3.54577
C -1.42672 2.28272 -2.31822
I -0.52098 4.02117 -1.71715
C -1.44136 1.12870 -1.35088
O -1.02003 1.27452 -0.22481
C -2.01297 -0.16033 -1.81345
C -2.13342 -1.33915 -0.87573
N -0.87179 -1.80255 -0.24023
C 0.20017 -2.20666 -1.17128
C 1.32686 -1.21563 -1.22489
C 2.27336 -1.26177 -2.23644
C 3.32458 -0.35969 -2.22305
C 3.40027 0.58334 -1.20535
C 2.42745 0.57333 -0.22828
N 1.42454 -0.31821 -0.23672
C -2.56722 -0.21006 -3.03607
H -2.00971 3.01323 -4.23000
H -2.59773 -2.16074 -1.42735
H -2.82139 -1.06692 -0.07115
H -1.11889 -2.59999 0.33647
H -0.20191 -2.35811 -2.17535
H 0.60728 -3.16549 -0.84517
H 2.19436 -2.01007 -3.01467
H 4.08038 -0.39080 -2.99687
H 4.20192 1.30703 -1.16501
H 2.44547 1.28214 0.58856
H -3.03274 -1.12522 -3.38205

29
Properties=species:S:1:pos:R:3 method="wB97M-V/def2-TZVPD" lumo_energy_ev=2.508 multiplicity=1 homo_ev=-2.497 charge=-1
C -2.35354 -4.71971 -1.91309
N -1.50974 -3.68704 -1.36698
C -0.47910 -3.08795 -2.10439
O -0.21300 -3.33643 -3.27423
C 0.12394 -2.13386 -1.14757
C -0.52840 -2.18308 0.02590
C -1.57389 -3.23553 -0.03469
O -2.32311 -3.66278 0.83161
H -3.07607 -5.00979 -1.15191
H -2.87699 -4.35630 -2.80346
H -1.75099 -5.58715 -2.20131
H 0.92895 -1.48621 -1.45151
H -0.32462 -1.69454 0.96498
C 3.18009 4.20089 1.70445
O 2.22261 4.12762 0.62204
C 1.22408 3.21990 0.71172
C 0.29429 3.20322 -0.36222
C -0.72631 2.30422 -0.37587
C -0.78709 1.20786 0.59038
O -1.45122 0.16032 0.38842
C 0.04412 1.40497 1.77752
C 1.06984 2.31253 1.79289
H 3.84452 5.01042 1.39343
H 2.68371 4.45507 2.65626
H 3.74271 3.25691 1.79929
H 0.42674 3.93836 -1.15389
H -1.45693 2.30190 -1.17741
H -0.11373 0.73346 2.61849
H 1.75912 2.34273 2.64116